DFT (ωB97M-V/def2-TZVPD) results for a cluster of 8 separate species, C40H75ClN10O3P in total in a non-equilibrium geometry.

HOMO level = -12.47 eV
Multiplicity = 1
HOMO-LUMO gap = 0.366 Ha
Energy = -3143.75981 a.u.
Charge = +1

Last columns: bonded neighbours and bond lengths (Å).
Atoms and positions in Å:
1 C 0.336 -3.410 -3.032  C2 1.546, H21 1.082, H22 1.083, H23 1.084
2 C 0.833 -2.211 -2.191  C1 1.546, C3 1.545, H24 1.088, H25 1.081
3 C 0.274 -2.284 -0.752  C2 1.545, N4 1.476, H26 1.089, H27 1.085
4 N 1.306 -1.883 0.223  C3 1.476, N5 1.411, H28 1.011
5 N 1.553 -2.844 1.226  N4 1.411, C6 1.504, C19 1.482, H29 1.027
6 C 0.802 -2.575 2.502  N5 1.504, C7 1.529, H30 1.086, H31 1.085
7 C 1.068 -1.172 3.049  C6 1.529, C8 1.557, C12 1.545, C17 1.547
8 C 0.864 -1.304 4.588  C7 1.557, C9 1.503, H32 1.087, H33 1.087
9 C 1.009 -0.017 5.351  C8 1.503, C10 1.521, N11 1.254
10 C -0.103 1.010 5.500  C9 1.521, H34 1.083, H35 1.085, H36 1.084
11 N 2.116 0.157 5.913  C9 1.254, H37 1.020
12 C 0.137 -0.097 2.445  C7 1.545, P13 1.801, H38 1.086, H39 1.082
13 P -1.627 -0.459 2.494  C12 1.801, O14 1.474, O15 1.613, O16 1.598
14 O -2.087 -1.396 1.454  P13 1.474
15 O -2.332 0.960 2.194  P13 1.613, H40 0.968
16 O -2.116 -0.895 3.951  P13 1.598, H41 0.969
17 C 2.511 -0.687 2.774  C7 1.547, C18 1.554, H42 1.083, H43 1.083
18 C 3.546 -1.741 2.295  C17 1.554, C19 1.518, H44 1.083, H45 1.084
19 C 2.976 -2.974 1.617  N5 1.482, C18 1.518, Cl20 1.782, H46 1.079
20 Cl 3.968 -3.522 0.242  C19 1.782
21 H 0.984 -3.552 -3.886  C1 1.082
22 H 0.380 -4.290 -2.401  C1 1.083
23 H -0.677 -3.195 -3.352  C1 1.084
24 H 1.920 -2.245 -2.207  C2 1.088
25 H 0.506 -1.269 -2.609  C2 1.081
26 H -0.195 -3.238 -0.514  C3 1.089
27 H -0.513 -1.541 -0.690  C3 1.085
28 H 2.162 -1.556 -0.206  N4 1.011
29 H 1.257 -3.784 0.938  N5 1.027
30 H -0.251 -2.795 2.352  C6 1.086
31 H 1.158 -3.271 3.255  C6 1.085
32 H 1.681 -1.941 4.919  C8 1.087
33 H -0.046 -1.846 4.829  C8 1.087
34 H 0.046 1.497 6.457  C10 1.083
35 H -0.022 1.796 4.756  C10 1.085
36 H -1.083 0.548 5.497  C10 1.084
37 H 2.128 1.049 6.407  N11 1.020
38 H 0.339 0.838 2.960  C12 1.086
39 H 0.373 0.079 1.404  C12 1.082
40 H -3.098 0.751 1.641  O15 0.968
41 H -2.989 -1.305 3.859  O16 0.969
42 H 2.430 0.026 1.962  C17 1.083
43 H 2.952 -0.160 3.610  C17 1.083
44 H 4.190 -2.027 3.118  C18 1.083
45 H 4.178 -1.239 1.572  C18 1.084
46 H 3.019 -3.791 2.320  C19 1.079
47 C 3.164 2.616 -3.182  C48 1.525, H52 1.092, H53 1.089, H54 1.091
48 C 1.731 2.117 -3.029  C47 1.525, C49 1.534, H55 1.093, H56 1.090
49 C 1.118 2.477 -1.670  C48 1.534, C50 1.468, H57 1.092, H58 1.089
50 C 1.892 1.874 -0.579  C49 1.468, N51 1.143
51 N 2.500 1.405 0.268  C50 1.143
52 H 3.830 2.158 -2.449  C47 1.092
53 H 3.549 2.368 -4.170  C47 1.089
54 H 3.216 3.700 -3.061  C47 1.091
55 H 1.712 1.033 -3.167  C48 1.093
56 H 1.113 2.550 -3.816  C48 1.090
57 H 0.090 2.114 -1.611  C49 1.092
58 H 1.103 3.558 -1.532  C49 1.089
59 C -2.680 5.776 1.304  C60 1.523, H64 1.091, H65 1.089, H66 1.092
60 C -2.214 4.361 0.986  C59 1.523, C61 1.532, H67 1.093, H68 1.091
61 C -0.692 4.209 1.052  C60 1.532, C62 1.470, H69 1.092, H70 1.091
62 C -0.040 5.102 0.084  C61 1.470, N63 1.142
63 N 0.455 5.813 -0.660  C62 1.142
64 H -2.294 6.490 0.575  C59 1.091
65 H -3.767 5.835 1.272  C59 1.089
66 H -2.352 6.085 2.299  C59 1.092
67 H -2.568 4.085 -0.010  C60 1.093
68 H -2.667 3.663 1.691  C60 1.091
69 H -0.402 3.180 0.828  C61 1.092
70 H -0.324 4.453 2.050  C61 1.091
71 C 5.933 -5.509 -4.822  C72 1.525, H76 1.091, H77 1.089, H78 1.092
72 C 6.710 -5.196 -3.547  C71 1.525, C73 1.532, H79 1.091, H80 1.092
73 C 6.152 -3.986 -2.792  C72 1.532, C74 1.469, H81 1.091, H82 1.092
74 C 6.210 -2.778 -3.625  C73 1.469, N75 1.141
75 N 6.253 -1.839 -4.272  C74 1.141
76 H 5.989 -4.686 -5.535  C71 1.091
77 H 6.344 -6.392 -5.310  C71 1.089
78 H 4.881 -5.703 -4.603  C71 1.092
79 H 7.757 -5.018 -3.799  C72 1.091
80 H 6.682 -6.065 -2.887  C72 1.092
81 H 6.728 -3.809 -1.883  C73 1.091
82 H 5.113 -4.160 -2.506  C73 1.092
83 C -5.350 -3.050 -3.060  C84 1.523, H88 1.084, H89 1.085, H90 1.094
84 C -4.511 -2.901 -1.798  C83 1.523, C85 1.532, H91 1.093, H92 1.092
85 C -3.932 -1.492 -1.629  C84 1.532, C86 1.469, H93 1.092, H94 1.091
86 C -3.060 -1.157 -2.763  C85 1.469, N87 1.142
87 N -2.384 -0.906 -3.650  C86 1.142
88 H -4.753 -2.883 -3.950  C83 1.084
89 H -5.760 -4.052 -3.127  C83 1.085
90 H -6.181 -2.339 -3.064  C83 1.094
91 H -3.697 -3.630 -1.822  C84 1.093
92 H -5.125 -3.135 -0.926  C84 1.092
93 H -3.348 -1.431 -0.708  C85 1.092
94 H -4.731 -0.751 -1.575  C85 1.091
95 C 1.281 -0.596 9.270  C96 1.523, H100 1.090, H101 1.090, H102 1.093
96 C 2.025 -0.299 10.566  C95 1.523, C97 1.531, H103 1.091, H104 1.091
97 C 1.468 0.934 11.283  C96 1.531, C98 1.469, H105 1.090, H106 1.091
98 C 1.588 2.115 10.418  C97 1.469, N99 1.142
99 N 1.683 3.033 9.746  C98 1.142
100 H 1.387 0.224 8.559  C95 1.090
101 H 1.683 -1.491 8.795  C95 1.090
102 H 0.217 -0.758 9.454  C95 1.093
103 H 3.083 -0.150 10.346  C96 1.091
104 H 1.956 -1.160 11.232  C96 1.091
105 H 2.013 1.118 12.208  C97 1.090
106 H 0.417 0.791 11.535  C97 1.091
107 C -3.542 -5.142 -8.659  C108 1.524, H112 1.091, H113 1.090, H114 1.092
108 C -4.636 -4.096 -8.474  C107 1.524, C109 1.533, H115 1.091, H116 1.091
109 C -4.580 -3.411 -7.104  C108 1.533, C110 1.469, H117 1.090, H118 1.091
110 C -4.754 -4.391 -6.024  C109 1.469, N111 1.141
111 N -4.891 -5.153 -5.186  C110 1.141
112 H -3.641 -5.955 -7.938  C107 1.091
113 H -3.601 -5.581 -9.655  C107 1.090
114 H -2.551 -4.699 -8.543  C107 1.092
115 H -5.611 -4.568 -8.607  C108 1.091
116 H -4.540 -3.335 -9.250  C108 1.091
117 H -5.369 -2.663 -7.021  C109 1.090
118 H -3.622 -2.907 -6.966  C109 1.091
119 C -1.369 8.689 -2.984  C120 1.525, H124 1.091, H125 1.090, H126 1.092
120 C -2.440 9.714 -2.628  C119 1.525, C121 1.532, H127 1.092, H128 1.091
121 C -3.303 9.284 -1.437  C120 1.532, C122 1.469, H129 1.090, H130 1.091
122 C -4.005 8.028 -1.732  C121 1.469, N123 1.139
123 N -4.552 7.059 -1.973  C122 1.139
124 H -1.811 7.739 -3.289  C119 1.091
125 H -0.761 9.047 -3.815  C119 1.090
126 H -0.706 8.500 -2.137  C119 1.092
127 H -3.078 9.885 -3.498  C120 1.092
128 H -1.963 10.666 -2.389  C120 1.091
129 H -4.045 10.049 -1.207  C121 1.090
130 H -2.684 9.138 -0.551  C121 1.091